Formula: C8H8
Source: OMol25
Level of theory: ωB97M-V/def2-TZVPD

Last column: Löwdin charge in e.
Atoms and positions in Å:
C -2.551 -0.047 0.026  0.04
C -1.198 -0.051 0.020  -0.33
C -0.480 -1.273 -0.065  -0.04
C 0.865 -1.545 -0.035  -0.07
C 1.963 -0.666 0.065  -0.11
C 1.925 0.695 -0.011  -0.09
C 0.764 1.578 -0.049  -0.06
C -0.580 1.255 0.014  -0.05
H -3.171 0.803 0.243  0.05
H -3.097 -0.968 -0.198  0.06
H -1.111 -2.144 -0.036  0.10
H 1.159 -2.605 0.011  0.11
H 2.969 -0.975 0.205  0.09
H 2.877 1.181 -0.085  0.09
H 0.945 2.687 -0.100  0.11
H -1.280 2.076 -0.005  0.10

Summary:
SMILES string: C=C1C=CC=CC=C1
Calculated total energy: -309.55536 hartree
Kohn-Sham gap: 7.23 eV

---

Formula: C8H8
Source: OMol25
Level of theory: ωB97M-V/def2-TZVPD

Last column: Löwdin charge in e.
Atoms and positions in Å:
C 1.959 0.271 -0.071  -0.14
C 2.812 -0.379 0.758  0.04
C -0.214 0.480 1.087  -0.01
C 0.528 0.124 -0.028  -0.27
C -0.093 -0.213 -1.237  -0.05
C -1.467 -0.395 -1.380  -0.05
C -2.232 -0.169 -0.182  -0.09
C -1.617 0.342 0.966  -0.08
H 2.393 1.025 -0.808  0.13
H 3.894 -0.390 0.777  0.06
H 2.423 -1.027 1.423  0.02
H 0.208 0.958 1.917  0.10
H 0.469 -0.390 -1.998  0.05
H -1.801 -0.732 -2.388  0.11
H -3.319 -0.440 -0.115  0.11
H -2.312 0.624 1.714  0.08

Summary:
SMILES string: C=Cc1ccccc1
Calculated total energy: -309.57778 hartree
Kohn-Sham gap: 9.82 eV

---

Formula: C8H8
Source: OMol25
Level of theory: ωB97M-V/def2-TZVPD

Last column: Löwdin charge in e.
Atoms and positions in Å:
C 0.460 0.724 1.518  -0.17
C 1.397 1.573 0.647  -0.11
C 1.094 1.274 -0.617  -0.10
C -0.114 0.438 -0.773  -0.17
C -0.224 0.033 0.569  -0.35
C -0.869 -1.241 0.575  -0.09
C -1.139 -1.756 -0.679  -0.09
C -0.582 -0.673 -1.636  -0.17
H 0.730 0.309 2.786  0.22
H -0.530 1.374 1.666  0.19
H 2.126 2.353 1.067  0.12
H 1.580 1.848 -1.517  0.13
H -0.945 -1.923 1.422  0.10
H -2.002 -2.660 -0.679  0.16
H 0.430 -1.287 -1.922  0.18
H -1.413 -0.388 -2.426  0.14

Summary:
Calculated total energy: -309.43894 hartree
Kohn-Sham gap: 8.49 eV